# C18H21F3N6O2

The molecule C18H21F3N6O2 at a distorted geometry (wB97M-V/def2-TZVPD, OMol25).

Results
Charge: 0
Multiplicity: 1
Frontier orbital gap, hartree: 0.366
LUMO, eV: 0.31

Positions of all 50 atoms, in Å:
C (0.5558, 1.8726, 2.6881)
C (-0.3135, 2.5287, 1.5525)
C (-1.7916, 2.6035, 2.0515)
C (-2.0444, 3.9823, 2.7901)
C (-3.1857, 4.8782, 2.3654)
C (-3.4000, 3.9320, 3.5445)
N (-0.1500, 1.5829, 0.4175)
C (-0.6735, 0.2920, 0.3496)
O (-1.4282, -0.2124, 1.1380)
C (-0.0185, -0.6558, -0.6815)
C (-0.3608, -1.9768, -0.7205)
C (0.3934, -2.9642, -1.4155)
O (0.0421, -4.2325, -1.3174)
C (-0.1784, -4.9180, -2.5578)
C (-1.2889, -5.9190, -2.4860)
F (-0.8892, -7.1048, -1.9744)
F (-1.5829, -6.1921, -3.7482)
F (-2.2765, -5.3603, -1.8539)
C (1.6264, -2.5701, -1.8839)
C (2.6815, -3.5038, -2.4327)
C (4.0639, -2.8392, -2.3366)
C (3.6518, -4.0078, -1.4210)
C (1.9532, -1.2091, -1.7894)
N (1.1071, -0.2603, -1.2836)
C (0.1341, 3.8674, 0.9297)
N (1.0477, 4.7487, 1.3103)
N (0.8865, 5.9206, 0.6288)
N (-0.1077, 5.7905, -0.1386)
N (-0.5680, 4.5491, -0.0584)
H (0.4487, 2.4930, 3.6045)
H (1.6267, 1.9089, 2.3793)
H (0.4079, 0.7577, 2.8549)
H (-2.4286, 2.3957, 1.2479)
H (-2.1329, 1.7013, 2.6538)
H (-1.3027, 4.4049, 3.5491)
H (-3.0805, 5.9593, 2.5570)
H (-3.7900, 4.5160, 1.4466)
H (-3.4158, 4.4239, 4.5821)
H (-4.1162, 3.1175, 3.4346)
H (0.6109, 1.9161, -0.2893)
H (-1.3458, -2.2028, -0.3774)
H (0.6188, -5.4537, -2.8415)
H (-0.4145, -4.1199, -3.2617)
H (2.2480, -4.0292, -3.3253)
H (4.4046, -2.0127, -1.7859)
H (4.7060, -3.0911, -3.2471)
H (3.4352, -3.8367, -0.3911)
H (4.3313, -4.8794, -1.6801)
H (2.8235, -0.8834, -2.4066)
H (-1.5203, 4.2924, -0.3709)